C28H66Cl2O12P2Si2 | wB97M-V/def2-TZVPD

The geometry in XYZ format:
```
112
Properties=species:S:1:pos:R:3:forces:R:3:lowdin_charge:R:1
C -1.934 3.669 4.358 0.057 -0.058 -0.112 -0.11
C -3.040 2.622 4.529 -0.074 -0.140 -0.002 -0.26
C -3.712 2.223 3.216 0.182 -0.026 -0.044 -0.21
C -4.956 1.388 3.418 -0.100 -0.021 0.105 -0.25
O -5.930 2.125 4.173 0.004 -0.106 -0.085 -0.23
Si -7.269 2.804 3.549 -0.098 0.086 -0.088 0.30
O -7.559 4.182 4.382 0.081 -0.071 0.210 -0.40
Si -6.545 5.234 5.178 -0.035 0.083 -0.141 0.26
P -5.519 4.349 6.963 -0.132 0.011 0.083 0.74
C -4.813 5.942 7.595 0.156 0.015 -0.008 -0.38
C -6.980 4.196 8.106 -0.086 -0.018 -0.005 -0.35
P -4.990 5.962 3.691 -0.058 0.123 0.123 0.73
C -6.175 6.842 2.587 0.051 -0.030 -0.090 -0.35
O -4.337 7.229 4.568 -0.002 0.003 -0.083 -0.41
C -8.735 1.657 3.668 0.061 0.139 0.017 -0.73
Cl -8.490 0.326 2.566 0.039 -0.041 -0.016 0.62
C -9.826 1.736 4.425 -0.063 -0.092 -0.043 -0.78
C -10.126 2.829 5.411 -0.056 0.009 0.025 -0.11
Cl -11.046 0.501 4.336 -0.012 0.000 0.031 0.66
H -1.987 4.442 5.126 0.054 -0.031 0.031 0.06
H -0.943 3.212 4.403 0.000 0.047 -0.016 0.06
H -2.018 4.173 3.392 -0.030 0.038 0.041 0.06
H -3.810 2.980 5.217 0.079 0.012 -0.085 0.03
H -2.625 1.717 4.984 -0.058 0.055 0.079 0.11
H -3.019 1.636 2.601 0.016 0.085 -0.031 0.11
H -3.966 3.124 2.647 -0.037 -0.045 0.011 0.09
H -5.382 1.078 2.459 0.032 0.023 0.004 0.10
H -4.735 0.483 3.989 0.016 0.029 -0.008 0.13
H -7.058 3.113 2.119 0.004 -0.034 -0.002 0.04
H -7.404 6.397 5.566 0.052 -0.029 0.037 -0.01
H -3.915 6.186 7.028 -0.009 0.039 0.028 0.01
H -5.501 6.791 7.549 -0.031 -0.058 0.011 0.03
H -4.529 5.785 8.637 0.015 0.024 -0.033 0.03
H -7.896 3.964 7.563 -0.004 -0.071 -0.012 0.00
H -6.797 3.389 8.814 -0.026 0.031 0.030 0.02
H -7.148 5.121 8.659 0.000 0.007 -0.029 0.03
H -6.911 7.448 3.119 0.019 0.016 0.013 0.03
H -5.601 7.480 1.912 -0.056 -0.008 -0.018 0.03
H -6.707 6.102 1.982 0.021 0.025 0.033 0.03
H -4.988 7.874 4.871 0.001 -0.056 0.004 0.04
H -11.131 2.700 5.806 0.029 0.044 -0.011 0.06
H -10.047 3.811 4.949 0.024 0.004 -0.025 0.08
H -9.426 2.795 6.244 0.021 -0.027 0.037 0.07
C 5.613 3.254 1.517 0.058 -0.038 -0.033 -0.11
O 4.498 2.403 1.401 -0.089 0.068 0.042 -0.19
C 4.233 1.697 2.597 0.010 -0.003 0.044 -0.21
C 2.853 1.078 2.560 0.057 -0.013 -0.007 -0.18
O 1.807 2.007 2.797 -0.005 -0.011 -0.025 -0.13
C 1.379 2.776 1.684 -0.051 0.040 0.015 -0.18
C 0.435 2.040 0.761 -0.036 0.011 0.013 -0.21
O 1.142 1.152 -0.082 0.024 -0.062 0.084 -0.20
C 0.290 0.244 -0.739 0.017 0.001 -0.084 -0.12
H 6.526 2.693 1.751 -0.011 -0.017 -0.002 0.09
H 5.743 3.754 0.560 0.004 0.003 0.008 0.09
H 5.461 4.006 2.300 -0.013 -0.001 -0.002 0.09
H 4.302 2.373 3.460 -0.019 -0.002 0.000 0.13
H 4.975 0.896 2.733 0.032 0.025 -0.002 0.13
H 2.794 0.360 3.380 -0.019 -0.026 -0.030 0.13
H 2.708 0.547 1.616 -0.002 0.022 -0.003 0.12
H 2.230 3.168 1.123 -0.006 -0.035 -0.023 0.12
H 0.826 3.613 2.114 0.042 0.024 -0.009 0.12
H -0.113 2.776 0.154 -0.021 -0.026 -0.019 0.13
H -0.298 1.486 1.363 0.006 0.010 0.014 0.12
H -0.255 -0.385 -0.026 -0.004 0.031 0.025 0.09
H 0.912 -0.392 -1.366 -0.030 -0.017 -0.002 0.08
H -0.437 0.764 -1.375 -0.007 -0.001 0.004 0.09
C 1.837 1.304 -4.016 -0.052 -0.006 0.049 -0.10
O 1.631 0.213 -4.884 0.103 -0.024 -0.032 -0.19
C 1.441 0.617 -6.224 0.005 0.034 -0.031 -0.21
C 1.575 -0.562 -7.162 -0.036 0.029 0.027 -0.19
O 2.918 -0.952 -7.398 -0.015 -0.010 0.021 -0.12
C 3.513 -1.792 -6.421 0.006 -0.045 0.023 -0.18
C 3.161 -3.254 -6.580 0.039 -0.017 -0.025 -0.21
O 1.863 -3.516 -6.081 -0.043 0.066 -0.107 -0.19
C 1.390 -4.781 -6.477 0.046 -0.010 0.103 -0.11
H 0.972 1.980 -4.007 -0.003 -0.002 -0.007 0.09
H 1.982 0.904 -3.016 0.012 0.044 0.010 0.07
H 2.725 1.880 -4.301 -0.004 -0.004 -0.023 0.09
H 2.180 1.382 -6.498 0.007 -0.015 -0.009 0.13
H 0.439 1.054 -6.348 0.005 0.028 0.030 0.13
H 1.188 -0.253 -8.135 -0.021 -0.039 0.001 0.13
H 0.976 -1.399 -6.796 0.017 0.000 0.011 0.12
H 3.271 -1.457 -5.410 -0.016 0.000 -0.010 0.12
H 4.589 -1.696 -6.575 -0.001 0.026 0.037 0.13
H 3.902 -3.856 -6.033 -0.018 -0.032 -0.004 0.12
H 3.219 -3.527 -7.642 0.002 0.019 -0.001 0.13
H 1.315 -4.857 -7.568 0.013 0.001 -0.002 0.09
H 0.402 -4.915 -6.041 0.005 -0.001 -0.002 0.09
H 2.050 -5.579 -6.116 -0.024 -0.032 -0.026 0.07
C 3.084 -7.898 -4.021 -0.004 -0.028 -0.014 -0.11
O 4.431 -8.132 -4.360 0.046 0.098 0.036 -0.19
C 4.801 -7.485 -5.562 -0.032 0.024 0.002 -0.21
C 6.302 -7.325 -5.650 -0.044 -0.034 -0.040 -0.18
O 6.802 -6.260 -4.858 -0.005 -0.026 0.013 -0.13
C 7.020 -6.541 -3.485 0.027 -0.020 0.038 -0.18
C 8.335 -7.234 -3.208 0.030 0.037 0.001 -0.21
O 8.253 -8.609 -3.527 -0.013 0.044 -0.109 -0.19
C 9.519 -9.223 -3.577 0.011 -0.034 0.066 -0.11
H 2.401 -8.255 -4.801 0.015 -0.012 -0.009 0.09
H 2.879 -8.438 -3.099 -0.002 0.002 -0.004 0.09
H 2.902 -6.829 -3.862 -0.027 -0.006 0.007 0.09
H 4.335 -6.492 -5.612 0.025 0.006 -0.014 0.11
H 4.449 -8.070 -6.424 -0.030 0.015 0.000 0.13
H 6.544 -7.058 -6.681 0.033 -0.036 0.003 0.13
H 6.795 -8.269 -5.408 -0.002 0.012 0.027 0.12
H 6.196 -7.122 -3.063 0.006 -0.010 -0.017 0.12
H 7.051 -5.567 -2.993 -0.041 -0.009 0.014 0.13
H 8.584 -7.110 -2.144 0.030 -0.024 -0.001 0.13
H 9.127 -6.755 -3.799 -0.015 0.008 -0.006 0.13
H 10.154 -8.765 -4.343 -0.011 0.004 -0.006 0.09
H 9.363 -10.272 -3.820 0.007 0.006 -0.002 0.09
H 10.038 -9.156 -2.613 -0.016 0.006 0.007 0.09
```
Forces are in eV/Å.

M	783.850	Da
net charge	0
structure (SMILES)	CCCCO[Si@H](O[Si@@H](P(C)C)P(C)O)/C(Cl)=C(\C)Cl.COCCOCCOC.COCCOCCOC.COCCOCCOC
LUMO energy	0.573	eV
HOMO level	-8.52	eV